# 1
A structure of composition C4H12NO2, computed with ωB97M-V/def2-TZVPD.

Atoms and positions in Å:
1 C -0.982 -0.376 -2.356
2 H -0.526 0.458 -2.906
3 H 0.066 -1.370 0.358
4 O 1.269 1.065 1.507
5 H 0.829 0.565 -0.731
6 H -0.479 2.209 1.512
7 O 1.826 -1.252 0.997
8 H -0.884 0.624 1.617
9 H -1.794 -1.676 0.209
10 C -1.098 -0.105 -0.850
11 H -0.334 1.917 -1.088
12 C -0.090 1.270 1.173
13 H -1.928 -0.609 -2.849
14 C -0.113 1.068 -0.454
15 N -0.909 -1.347 -0.127
16 H -0.331 -1.252 -2.549
17 H 1.782 -1.586 1.908
18 H -2.126 0.263 -0.645
19 H 1.551 -0.168 1.338

## Properties
HOMO level = -3.65 eV
charge = -1
total energy = -9927.1077 eV
energy above the lowest of the compared OMol25 structures with the same formula, charge and spin = 107.7 kJ/mol

The molecule's Mulliken atomic charges, reported in e, are given here: -1.39, 0.32, 0.36, -0.81, 0.36, 0.41, -0.90, 0.20, 0.17, 0.23, 0.41, -0.67, 0.33, -0.83, -0.53, 0.34, 0.26, 0.36, 0.39


# 2
A cluster of 2 separate species, C7H9P in total, computed with ωB97M-V/def2-TZVPD.

Atoms and positions in Å:
1 P -0.740 -2.329 0.744
2 H 2.250 3.010 0.179
3 H 1.330 0.436 3.485
4 H 0.754 -0.428 0.453
5 H 0.374 2.778 -0.028
6 C 1.270 2.038 1.833
7 C -1.302 -1.496 -1.795
8 C 1.241 1.208 2.685
9 C -1.697 -2.640 -0.922
10 H 1.160 3.997 0.920
11 C 0.008 -1.013 0.021
12 H 0.131 0.170 -1.909
13 H -1.222 -3.515 -1.497
14 C 1.255 2.928 0.716
15 H -2.676 -3.014 -0.837
16 C -0.426 -0.600 -1.283
17 H -1.711 -1.528 -2.767

## Properties
structure (SMILES) = C1=CCP=C1.C#CC
HOMO level = -8.26 eV
total energy = -16689.6420 eV
energy above the lowest of the compared OMol25 structures with the same formula, charge and spin = 251.3 kJ/mol

The molecule's Mulliken atomic charges, reported in e, are given here: -0.12, 0.27, 0.35, 0.41, 0.22, 0.03, -0.20, 0.01, -0.88, 0.34, -0.25, 0.30, 0.27, -1.18, 0.51, -0.48, 0.39


# 3
A cluster of 3 separate species, C22H34BFIO10PS2 in total, computed with ωB97M-V/def2-TZVPD.

Atoms and positions in Å:
1 H -4.393 -1.056 -5.541
2 C 2.541 -4.280 -3.665
3 H -0.617 -1.947 -4.986
4 C 0.726 -3.624 -2.297
5 C -1.642 -2.161 -4.670
6 H 4.109 -5.738 -3.576
7 C -0.929 3.490 3.972
8 H -2.448 -1.915 -6.673
9 O -2.184 -0.939 -4.167
10 H 1.248 -1.179 2.926
11 H -2.345 8.362 3.744
12 C -2.430 -2.663 -5.874
13 C 3.423 2.206 2.776
14 H -3.555 -0.226 -2.830
15 H -3.710 4.681 3.112
16 C 1.580 4.088 4.836
17 I 4.581 2.108 -0.202
18 H -2.343 -1.332 -2.146
19 O 1.224 0.817 0.293
20 C 1.673 -6.907 -1.882
21 C 1.017 1.645 3.618
22 H 0.901 -2.545 -2.308
23 F -2.471 0.282 2.128
24 H -0.696 -0.548 -0.012
25 C 0.572 3.035 4.138
26 H 2.892 1.320 4.866
27 O 2.816 -6.078 -2.040
28 H -4.906 -2.073 -6.920
29 H 5.563 1.597 2.311
30 S 0.592 -0.531 0.549
31 C -0.045 0.729 2.946
32 C 2.580 1.242 3.771
33 C 3.028 -5.700 -3.399
34 H 3.992 3.038 3.312
35 H -5.646 -2.292 -5.319
36 O 1.400 -1.669 -0.061
37 H 1.258 -4.073 -1.456
38 P -3.768 3.232 3.064
39 O 0.240 8.398 3.230
40 O -1.819 8.180 4.564
41 C -4.717 -2.056 -5.842
42 B -0.598 7.573 4.079
43 H 4.291 0.266 1.827
44 H 1.899 -7.920 -2.231
45 H 2.789 -4.012 -4.698
46 O 2.538 3.747 5.574
47 H 3.039 -3.562 -3.004
48 H 2.675 2.662 2.022
49 H 2.092 6.399 4.364
50 H 0.808 -6.516 -2.425
51 H 0.470 7.855 2.433
52 C -0.128 6.051 4.390
53 C -2.986 -1.139 -3.012
54 C 1.241 5.637 4.517
55 C 4.516 1.387 1.886
56 H -0.561 -1.414 2.541
57 H -3.687 -1.966 -3.139
58 H 1.426 -6.948 -0.820
59 C 0.352 -0.725 2.385
60 C -1.543 1.155 2.765
61 H -1.598 -2.920 -3.883
62 H -4.665 2.786 4.086
63 H -0.343 -3.804 -2.167
64 H 2.553 -6.413 -4.081
65 O -2.378 5.202 5.155
66 C -1.999 2.574 3.267
67 S -4.380 2.807 1.240
68 H -1.936 -3.559 -6.266
69 O 1.123 -4.186 -3.542
70 H 2.754 0.166 3.386
71 C -1.300 4.947 4.569
72 O -3.755 -3.047 -5.508

## Properties
structure (SMILES) = O=C1C=C(B(O)O)C(=O)c2c([PH2]=S)c(F)c(C[SH](=O)=O)c(CCCI)c21.COCCOC.COCCOC
HOMO level = -8.86 eV
total energy = -86285.0064 eV

The molecule's Mulliken atomic charges, reported in e, are given here: 0.32, -0.52, 0.33, -1.04, 0.04, 0.38, 0.17, 0.35, -0.41, 0.44, 0.31, -0.67, -0.51, 0.29, 0.08, 0.31, -0.01, 0.02, -0.56, -0.69, 0.08, 0.38, -0.31, 0.12, 0.27, 0.36, -0.38, 0.32, 0.49, 0.98, 0.35, -0.57, -0.51, 0.27, 0.24, -0.56, 0.50, 0.17, -0.53, -0.50, -0.72, 0.46, 0.34, 0.33, 0.37, -0.51, 0.31, 0.43, 0.41, 0.26, 0.31, 0.06, -0.46, -0.39, -0.99, 0.44, 0.34, 0.25, -1.45, 0.47, 0.05, 0.15, 0.37, 0.32, -0.51, 0.09, -0.40, 0.36, -0.32, 0.20, 0.02, -0.39


# 4
A structure of composition C35H34AsBN4O2STi, computed with ωB97M-V/def2-TZVPD.

Atoms and positions in Å:
1 C -1.450 3.891 -0.837
2 O 0.365 -2.731 0.374
3 C -0.228 -3.914 -1.442
4 C -4.166 1.284 0.335
5 C 0.239 -3.999 -0.145
6 N 3.663 -0.427 2.488
7 C 1.310 3.558 -2.129
8 C 0.512 -5.203 0.471
9 C -0.747 0.771 2.666
10 H -1.602 3.199 -2.879
11 C -2.118 4.529 0.202
12 C -0.448 -5.046 -2.196
13 H 1.216 -8.640 -1.568
14 H -2.819 0.741 -1.230
15 C 1.828 2.999 -4.418
16 C 0.556 -7.755 0.319
17 C -0.175 -6.264 -1.583
18 H -5.081 5.128 -1.324
19 H 1.291 -8.692 2.111
20 C -2.951 0.928 -0.168
21 C -4.067 4.779 -1.189
22 C 2.784 4.004 -4.448
23 C 1.109 -7.682 1.742
24 H -1.173 -8.681 -0.641
25 H -1.637 4.676 1.160
26 H 2.739 4.016 3.748
27 H 2.053 -7.138 1.787
28 C 1.321 6.401 1.810
29 C 1.576 -8.503 -0.550
30 H 2.412 6.464 3.656
31 H 2.518 -7.956 -0.601
32 Ti 0.143 0.366 -0.028
33 H -5.229 1.811 2.163
34 S 2.565 0.487 0.234
35 H 3.356 4.179 -5.348
36 H 1.172 7.472 1.766
37 H -1.504 -8.035 0.962
38 H 0.394 1.944 -3.242
39 H 3.787 5.526 -3.324
40 H 0.263 6.044 -0.011
41 C 1.105 2.770 -3.258
42 H -0.342 -7.168 -2.152
43 C -0.756 -8.547 0.356
44 H -0.813 -4.990 -3.211
45 O -0.408 -2.594 -1.783
46 H -0.693 0.788 3.747
47 C -3.423 4.966 0.024
48 H 0.410 -7.203 2.427
49 C 2.294 4.539 -2.153
50 C 2.016 5.836 2.869
51 C -1.922 0.983 1.929
52 C 2.485 -0.006 1.935
53 C 0.298 -6.367 -0.269
54 H 0.874 -5.219 1.487
55 H -3.894 3.990 -3.179
56 C 1.694 3.647 1.921
57 N 1.431 0.060 2.689
58 C -3.173 1.368 2.512
59 H -3.935 5.453 0.843
60 C 0.814 5.593 0.806
61 H -3.191 1.531 3.582
62 C 2.200 4.463 2.924
63 H 1.777 -9.491 -0.131
64 H -5.016 1.389 -0.322
65 N 0.326 0.455 1.945
66 H 1.849 2.574 1.969
67 C 1.005 4.211 0.856
68 H 3.575 -0.945 3.350
69 H 2.510 5.127 -1.275
70 H 4.378 -0.727 1.852
71 H 1.652 2.378 -5.286
72 C 3.022 4.761 -3.313
73 C -2.102 3.695 -2.050
74 N -1.819 0.773 0.577
75 As 0.297 3.103 -0.555
76 C -3.402 4.143 -2.228
77 C -4.280 1.518 1.736
78 B -0.034 -1.854 -0.650
79 H -0.587 -9.536 0.784

## Properties
HOMO level (alpha / beta) = -6.10 / -6.02 eV
total energy = -142369.5102 eV
energy above the lowest of the compared OMol25 structures with the same formula, charge and spin = 0.1 kJ/mol

The molecule's Mulliken atomic charges, reported in e, are given here: 0.40, -0.46, 1.05, -0.77, 0.29, -0.45, 0.64, -0.77, -1.54, 0.30, -0.07, -1.85, 0.32, 0.48, -0.85, 2.04, -0.55, 0.41, 0.43, -0.36, -0.53, -0.49, -2.10, 0.33, 0.50, 0.45, 0.41, -0.75, -1.61, 0.39, 0.38, 0.12, 0.43, -0.60, 0.39, 0.41, 0.38, 0.25, 0.40, 0.56, -0.31, 0.39, -1.60, 0.46, -0.32, 0.32, -0.87, 0.39, -0.37, -0.57, 1.28, 0.63, 0.53, 0.57, 0.42, -0.51, -1.42, -1.14, 0.40, 0.06, 0.46, -0.57, 0.44, 0.46, 1.51, 0.03, -0.04, 0.25, 0.35, 0.24, 0.40, -0.72, -0.54, 0.28, 1.33, -0.68, -0.40, 0.40, 0.43


# 5
The molecule C22H22N6O2S, computed with ωB97M-V/def2-TZVPD.

Atoms and positions in Å:
1 H 2.316 -4.422 -3.595
2 C 0.677 3.026 1.870
3 C 1.114 -2.706 -3.154
4 C 0.084 -1.668 2.692
5 C 1.916 -3.783 -2.821
6 C 2.369 4.346 1.566
7 H 1.907 -3.413 0.538
8 H 2.528 -0.336 0.937
9 C 0.604 -1.886 -2.164
10 H -0.766 -1.560 0.380
11 C 1.690 -3.217 -0.500
12 N 0.939 -1.523 1.540
13 H 2.002 0.052 3.893
14 O -1.358 1.940 2.091
15 C -0.141 1.870 2.255
16 S -2.909 -2.037 -1.249
17 N -0.775 0.885 -0.580
18 C 0.188 4.161 1.268
19 C 2.203 -4.035 -1.491
20 H 2.865 -1.416 2.305
21 C -2.185 0.592 -0.532
22 N 0.417 0.756 2.787
23 H 0.692 -2.134 3.474
24 H -2.431 0.827 -3.380
25 H 2.445 1.250 2.666
26 H 2.829 -4.873 -1.222
27 H -1.455 -0.105 2.768
28 C 0.284 -1.260 0.271
29 H 3.409 4.604 1.626
30 O 2.013 3.152 2.053
31 H -3.044 -1.299 -4.765
32 H -0.734 -2.352 2.455
33 C 1.811 0.394 2.868
34 H 1.283 5.984 0.619
35 C 2.120 -0.745 1.861
36 C -2.562 -0.375 -1.607
37 H -0.018 -1.049 -2.448
38 C 1.291 5.014 1.071
39 C -3.134 -2.384 -2.915
40 H -2.690 1.551 -0.674
41 H -2.439 0.211 0.460
42 N 1.375 0.882 -0.468
43 H -3.390 -3.382 -3.210
44 H -0.565 -0.324 4.284
45 N -0.320 2.041 -1.065
46 N 0.942 2.023 -0.987
47 C 0.888 -2.134 -0.827
48 C -0.472 -0.320 3.191
49 C 0.308 0.157 -0.208
50 C -2.620 -0.138 -2.946
51 H -0.833 4.333 1.001
52 C -2.950 -1.290 -3.695
53 H 0.882 -2.499 -4.189

## Properties
structure (SMILES) = O=C(c1ccco1)N1CCN([C@H](c2ccccc2)c2nnnn2Cc2cccs2)CC1
HOMO level = -8.45 eV
total energy = -47040.1369 eV
energy above the lowest of the compared OMol25 structures with the same formula, charge and spin = 254.0 kJ/mol

The molecule's Mulliken atomic charges, reported in e, are given here: 0.41, 0.36, -1.14, -0.77, -0.47, -0.62, 0.41, 0.49, 0.16, 0.22, -0.59, 0.08, 0.44, -0.72, 0.64, -0.11, 1.65, -0.45, -0.91, 0.46, -1.06, 0.12, 0.43, 0.46, 0.32, 0.41, 0.42, 1.35, 0.48, -0.37, 0.43, 0.41, -0.63, 0.49, -1.04, 0.41, 0.48, -0.51, -0.43, 0.53, 0.28, -0.19, 0.48, 0.37, -0.46, -0.79, -0.54, -0.89, -0.48, -0.50, 0.56, -0.54, 0.44